Entry i
The following is a quantum chemistry calculation of a structure of composition C5H4NO, from the OMol25 dataset.

```
11
Properties=species:S:1:pos:R:3:lowdin_charge:R:1
C -0.08 1.53 0.04 0.2181
C -1.28 1.10 -0.21 0.0939
C 0.80 -0.56 -0.04 0.0596
C -0.49 -1.01 -0.17 0.0257
C 1.18 0.85 0.24 -0.0856
N -1.61 -0.16 -0.18 0.0496
O -3.31 -0.57 0.18 -0.0149
H 1.59 -1.30 0.10 0.1519
H -0.53 -2.01 -0.40 0.1235
H 1.90 0.98 -0.61 0.2085
H 1.83 1.15 1.06 0.1696
```

Summary:
Gap between HOMO and LUMO (spin up / spin down), eV: 6.351 / 6.436
Total charge: +1
LUMO energy (spin up / spin down), eV: -8.71 / -8.68
HOMO level (spin up / spin down), eV: -15.06 / -15.11
Spin multiplicity: 1

=====

Entry ii
The following is a quantum chemistry calculation of the ion C5H4NO with charge +1, from the OMol25 dataset.

```
11
Properties=species:S:1:pos:R:3:lowdin_charge:R:1
O -2.52 1.24 0.03 0.2793
C -1.52 0.66 0.01 -0.1720
C -1.44 -1.08 0.02 0.2667
N -0.40 -1.68 0.00 0.1456
C 0.88 -1.33 0.00 -0.1023
C 1.07 0.00 -0.06 -0.0064
C 0.00 0.99 -0.04 -0.0259
H 1.70 -2.18 -0.06 0.1910
H 2.14 0.20 0.14 0.1557
H 0.09 1.60 0.80 0.1458
H -0.01 1.58 -0.85 0.1225
```

Summary:
Gap between HOMO and LUMO, eV: 8.721
Total charge: +1
LUMO energy, eV: -6.82
HOMO level, eV: -15.54
Spin multiplicity: 1

=====

It is entry ii that is the most stable of them.

=====

Entry i
The following is a quantum chemistry calculation of a cluster of 14 separate species, C3H33O14 in total, from the OMol25 dataset.

```
50
Properties=species:S:1:pos:R:3:lowdin_charge:R:1
C 0.37 -2.50 0.09 -0.0350
C 0.31 -1.00 0.62 -0.5596
C -0.29 -0.19 -0.41 -0.0980
O -0.50 -0.88 1.77 -0.3222
H 0.62 -2.67 -0.97 0.0714
H -0.55 -3.14 0.24 0.0934
H 0.99 -2.98 0.82 0.0392
H 1.31 -0.74 0.88 0.0762
H -1.28 -0.53 -0.68 0.0911
H 0.43 -0.12 -1.24 0.0687
H -0.48 0.87 -0.08 0.0809
O 0.48 -0.85 -4.47 -0.0315
H 0.95 -0.64 -3.71 -0.0514
H -0.12 -1.44 -4.05 -0.0331
O 0.52 3.04 0.98 -0.0376
H 1.13 3.76 1.08 0.0452
H 1.00 2.33 0.56 -0.0216
O -0.66 -1.07 4.39 -0.0601
H -1.58 -0.93 4.45 0.0027
H -0.41 -0.81 3.51 -0.0542
O -2.96 -2.10 2.03 -0.0599
H -2.07 -2.10 1.70 -0.0263
H -3.59 -2.49 1.41 0.0245
O 0.69 1.19 3.12 -0.0561
H 0.42 0.43 2.61 -0.0442
H 0.63 1.83 2.41 -0.0301
O -1.41 1.35 -3.05 -0.0345
H -1.46 0.42 -3.04 -0.0156
H -1.68 1.62 -2.18 -0.0115
O 2.31 -1.89 2.97 -0.0020
H 2.84 -1.25 2.58 -0.0138
H 1.81 -2.25 2.24 -0.0056
O -2.38 2.56 -0.62 -0.0334
H -2.09 2.20 0.22 -0.0113
H -1.89 3.35 -0.63 0.0169
O 1.11 2.48 -2.42 -0.0512
H 1.48 1.64 -2.36 -0.0764
H 0.31 2.22 -2.89 0.0077
O -1.38 -1.77 -2.88 -0.0587
H -1.03 -1.93 -2.02 -0.0096
H -2.36 -1.61 -2.69 0.1177
O 2.53 0.10 -2.47 -0.0282
H 2.59 -0.08 -1.55 0.0092
H 3.47 0.14 -2.66 0.0746
O -2.45 0.92 1.75 -0.0703
H -1.75 0.26 1.58 -0.0179
H -2.29 1.52 2.46 0.0344
O 2.42 1.27 0.12 -0.0288
H 2.79 0.79 0.85 0.0491
H 3.14 1.65 -0.40 0.0869
```

Summary:
Gap between HOMO and LUMO, eV: 7.214
Total charge: -1
LUMO energy, eV: 1.83
HOMO level, eV: -5.38
Spin multiplicity: 1

=====

Entry ii
The following is a quantum chemistry calculation of a cluster of 14 separate species, C3H33O14 in total, from the OMol25 dataset.

```
50
Properties=species:S:1:pos:R:3:lowdin_charge:R:1
C 4.33 -0.22 26.92 -0.0687
C 3.16 -0.08 25.94 -0.4879
C 2.61 1.41 25.82 -0.0452
O 3.72 -0.54 24.70 -0.3990
H 5.13 0.54 26.81 0.0719
H 4.71 -1.30 26.88 0.0990
H 3.89 -0.15 27.94 0.0715
H 2.36 -0.82 26.13 0.1283
H 1.96 1.63 24.97 0.0419
H 3.51 2.09 25.73 0.0737
H 2.05 1.73 26.69 0.0727
O -0.73 0.41 25.42 -0.0656
H -0.10 0.07 24.74 0.0121
H -1.55 0.45 24.94 0.0221
O 3.85 -3.43 24.76 -0.0534
H 3.90 -2.47 24.64 0.0096
H 4.63 -3.61 25.29 0.0550
O 1.46 -4.17 25.43 -0.0587
H 0.69 -3.66 25.67 0.0109
H 2.22 -3.63 25.35 -0.0584
O 3.99 -1.56 22.04 -0.0378
H 3.61 -1.07 22.77 -0.0351
H 4.70 -1.02 21.75 0.0214
O 7.55 1.74 25.69 -0.0427
H 7.48 2.31 26.48 0.0586
H 6.98 2.17 25.09 -0.0388
O 3.79 1.54 23.00 -0.0190
H 3.18 1.36 22.31 0.0539
H 3.70 0.85 23.61 -0.0443
O 5.11 4.42 26.07 -0.0396
H 4.22 4.71 25.83 0.0198
H 5.29 3.85 25.35 -0.0441
O 2.94 4.28 23.50 -0.0374
H 2.99 4.92 24.24 0.0759
H 3.09 3.50 23.99 -0.0267
O 1.17 -0.87 23.57 -0.0431
H 1.35 -0.49 22.72 0.0297
H 1.98 -0.76 24.09 -0.0043
O 5.97 2.87 23.70 -0.0264
H 5.37 2.22 23.40 -0.0153
H 5.75 3.56 23.09 0.0513
O 6.32 -0.32 24.34 -0.0536
H 6.54 0.34 24.97 -0.0536
H 5.38 -0.40 24.46 -0.0531
O 0.63 2.92 22.65 -0.0629
H 0.03 3.61 22.32 0.0680
H 1.46 3.34 22.86 -0.0202
O -0.03 3.34 25.21 -0.0556
H -0.24 3.03 24.35 -0.0355
H 0.06 2.59 25.77 -0.0213
```

Summary:
Gap between HOMO and LUMO, eV: 8.120
Total charge: -1
LUMO energy, eV: 2.31
HOMO level, eV: -5.81
Spin multiplicity: 1

=====

It is entry ii that is the most stable of them.